DFT (wB97M-V/def2-TZVPD) results for a cluster of 10 separate species, C35H40F5N5O10 in total.

Structure (XYZ):
```
95
Properties=species:S:1:pos:R:3:forces:R:3
F -6.82760 -2.95909 -1.07010 -0.42 0.26 0.34
F -0.73814 3.76686 1.22171 0.19 -0.15 0.16
F 0.63922 -5.17447 -0.94363 0.01 0.04 -0.07
F 6.05635 -2.21230 3.99378 0.45 -0.15 0.16
F 3.53188 -2.21012 -4.69782 0.04 -0.01 -0.16
O 1.01770 1.25960 0.06519 0.47 0.51 -0.42
O 0.47801 1.60714 -3.17657 -0.08 0.05 -0.10
O 0.20562 -0.65330 0.50556 -0.45 -0.30 -0.36
O -4.37727 0.09652 0.88266 -0.08 0.14 -0.61
O 2.99729 5.60444 -1.47571 -0.30 0.05 -0.18
O -4.47513 -0.83890 2.79897 -0.11 -0.35 0.12
O -0.38239 -0.33692 -2.86504 -0.08 -0.14 0.16
O -2.97911 1.55770 -2.88227 -0.30 -0.20 0.08
O -4.85467 1.04025 -3.81785 0.14 -0.08 0.38
O 4.83146 4.75169 -2.18744 0.19 -0.04 -0.40
N -4.19347 1.62937 -2.98575 0.44 0.40 -0.75
N 0.08123 0.49449 0.12704 0.42 -0.05 1.64
N 3.67332 4.66836 -1.84328 0.23 -0.08 0.99
N -0.03433 0.58351 -3.57346 0.58 -0.14 -0.42
N -4.99466 -0.40221 1.79701 0.18 0.06 0.89
C 3.09685 3.29904 -1.76999 -0.10 -0.30 0.47
C 4.03616 -1.44734 -3.70988 -0.79 -0.69 1.53
C 4.21639 -1.42715 2.79910 -0.61 -0.35 -0.31
C -4.66548 -3.37909 -0.23401 -0.28 0.40 1.02
C 0.95951 3.56954 2.83691 0.63 -0.61 0.21
C -0.28471 0.42094 -5.04929 -0.64 -0.05 0.89
C 5.47246 -1.21514 3.32569 -0.55 0.70 -0.21
C -1.24934 1.03474 -0.12683 -0.90 0.31 -1.71
C -1.20530 -4.34647 2.61812 0.16 0.70 0.38
C -4.98414 -1.82843 -2.03277 0.05 0.35 0.59
C 5.43572 1.07479 2.51746 -0.32 -0.94 -0.34
C 3.19397 -1.16162 -2.60733 -0.75 0.34 -1.63
C -1.33112 4.18224 3.44341 1.15 -0.15 0.92
C 1.34670 3.61669 4.17185 0.40 0.09 0.15
C 4.95882 0.11532 -1.66310 0.58 0.56 0.04
C 6.06876 0.02695 3.20469 0.31 0.88 0.23
C -4.87177 2.61762 -2.10947 -0.29 0.01 -0.50
C -5.51553 -2.67463 -1.06144 1.15 -0.44 -1.28
C 5.83843 -0.32937 -2.60760 -0.48 -1.30 -0.76
C -3.60761 -1.63586 -2.07803 0.17 0.15 -0.12
C -0.34996 3.81666 2.52801 -0.96 0.54 -0.71
C 5.35438 -1.11603 -3.69208 1.45 0.69 0.66
C -3.29852 -3.12712 -0.26268 0.21 -0.44 -0.26
C -0.21639 -3.48318 2.15534 -0.10 -0.68 -0.76
C -6.48815 -0.38151 1.73596 0.35 0.13 -0.64
C 0.04389 -4.88232 0.22343 -0.51 0.33 0.72
C 0.43990 3.98621 5.12276 -1.71 0.31 0.42
C -1.58346 -5.46592 1.88838 -0.11 0.46 0.60
C 3.61145 -0.25267 -1.68692 1.11 1.20 0.86
C -0.88491 4.28887 4.76144 0.07 -0.37 0.00
C 3.57308 -0.39302 2.14795 -0.26 0.32 0.17
C -2.73099 -2.30736 -1.22230 -0.79 0.61 0.61
C 4.17074 0.84507 1.98605 0.19 -0.17 -0.49
C 0.40668 -3.74816 0.92694 0.02 0.21 0.26
C -0.96979 -5.71270 0.68940 0.57 -0.67 -1.09
H -5.08611 -3.97325 0.56984 -0.01 -0.26 -0.21
H 0.63521 3.98464 6.18691 0.45 0.09 -0.09
H -1.61666 0.49840 -1.00319 -0.09 -0.20 0.22
H 3.75635 2.66490 -1.18122 0.49 0.18 -0.37
H 5.97232 1.99218 2.32475 -0.04 0.12 0.22
H -0.16457 -0.62861 -5.29056 0.18 0.00 0.01
H 6.88889 -0.16281 -2.40960 0.08 0.12 -0.62
H -2.63387 -3.61112 0.44010 -0.20 -0.01 0.13
H 5.43625 0.78528 -0.95436 -0.72 -0.02 0.44
H 3.03506 2.94459 -2.79292 -0.24 -0.20 0.08
H 1.66614 3.22527 2.09350 -0.16 0.19 -0.22
H 2.17265 3.29478 -1.20015 -0.33 0.36 -0.57
H 2.97392 0.30522 -1.00999 -0.43 -0.79 0.18
H -6.66341 0.45454 1.06627 -0.56 -0.03 0.15
H -1.34939 0.65997 -5.07896 0.08 0.15 -0.53
H -1.97525 0.93022 0.67248 0.47 -0.32 0.37
H 1.12537 -3.04571 0.52603 0.11 -0.14 -0.05
H -4.40589 3.57411 -2.33153 0.26 -0.05 0.37
H -6.83975 -1.30802 1.28780 0.16 -0.04 -0.05
H 3.71438 -2.38648 2.83827 0.25 -0.08 0.30
H -3.26849 -0.88974 -2.78554 0.32 -0.17 -0.02
H 2.55721 -0.47952 1.77944 0.11 -0.43 -0.15
H -2.37002 -6.10421 2.26780 0.01 -0.08 -0.13
H 0.34839 1.09199 -5.61194 -0.04 0.10 0.04
H -4.73661 2.27570 -1.08795 -0.07 0.20 0.06
H -1.13852 2.06136 -0.45428 0.14 0.07 0.31
H 7.00790 0.27548 3.68305 0.14 -0.47 -0.04
H -1.70329 -4.06302 3.53775 -0.05 -0.32 0.04
H -6.88845 -0.27384 2.73556 0.11 0.13 0.04
H 6.06014 -1.47790 -4.42723 -0.23 -0.01 -0.23
H 3.63247 1.49143 1.30051 0.25 0.59 0.39
H -5.59310 -1.18822 -2.65670 -0.28 -0.35 -0.12
H 2.15520 -1.47435 -2.59087 0.08 -0.16 -0.27
H -1.68573 -2.06499 -1.07767 0.08 -0.02 -0.65
H -1.56647 4.53543 5.56597 -0.15 0.08 -0.16
H -2.36388 4.33130 3.17550 0.00 0.11 -0.21
H -5.89941 2.67678 -2.45323 -0.10 -0.24 0.36
H 0.06192 -2.60585 2.71947 -0.04 0.08 -0.02
H -1.23896 -6.55577 0.06208 -0.04 -0.02 0.13
H 2.34605 3.38763 4.52259 0.09 -0.13 -0.48
```
Forces are in eV/Å.

electronic energy = -78441.9927 eV
SMILES = C[N+](=O)[O-].C[N+](=O)[O-].C[N+](=O)[O-].C[N+](=O)[O-].C[N+](=O)[O-].Fc1ccccc1.Fc1ccccc1.Fc1ccccc1.Fc1ccccc1.Fc1ccccc1
LUMO level = -0.419 eV
multiplicity = 1
HOMO energy = -0.3349 Ha
largest force on an atom = 1.96 eV Å⁻¹

***

DFT (wB97M-V/def2-TZVPD) results for a structure of composition C35H40LiN8O2.

Structure (XYZ):
```
86
Properties=species:S:1:pos:R:3:forces:R:3
O 1.43718 -2.40695 -2.46028 -0.10 0.00 -0.03
O 0.30871 -0.14983 -2.28053 -0.14 -0.07 0.00
N 0.20915 -2.40002 -2.72008 0.02 -0.06 -0.13
N 1.34055 -1.44855 0.86070 -0.11 0.05 0.12
N -1.04781 4.30686 -4.54463 -0.03 -0.03 0.01
N 1.60229 3.39327 -1.10781 0.15 0.06 0.09
N -0.35268 -1.23770 -2.60822 -0.09 -0.14 -0.13
N 2.71602 1.53206 -0.72446 0.01 -0.18 -0.20
N -0.01069 4.26356 -2.66479 -0.06 0.13 0.06
N 0.09717 4.45248 -3.99757 -0.02 0.07 -0.01
C -4.53995 -1.06745 -2.90745 0.00 -0.02 0.00
C 0.63442 -0.14054 2.89574 0.01 -0.04 0.00
C 2.23774 -2.96060 2.65170 0.03 0.04 -0.06
C -4.00758 3.61522 -2.42811 0.02 0.00 0.05
C 2.50323 2.18082 0.46697 0.09 -0.07 0.07
C -2.42109 -0.00895 -2.44639 -0.03 -0.03 0.00
C 4.29444 -3.60609 0.90218 0.01 -0.01 0.01
C 5.40413 -3.94796 -0.06196 0.01 0.00 -0.01
C -1.28866 1.44160 2.65249 0.01 0.01 -0.01
C -2.49341 -2.32167 -3.14293 -0.01 0.02 -0.01
C -2.73264 -0.41469 1.80554 0.00 -0.01 -0.01
C -3.80737 0.04268 -2.52152 0.01 0.03 0.00
C 2.18075 2.27740 -1.65727 -0.03 0.06 0.07
C -0.53540 0.04057 0.72562 0.02 0.00 0.00
C -1.30463 4.00226 -2.33471 0.04 -0.09 0.13
C 3.15330 -4.48158 4.40912 0.00 0.00 0.01
C -2.02873 -1.39807 2.74393 0.01 0.01 0.00
C -1.96985 4.02719 -3.55385 -0.01 0.01 -0.10
C 1.82753 3.33685 0.25916 -0.09 -0.02 -0.02
C 0.21893 -0.94250 1.64172 -0.01 -0.08 -0.05
C 3.32201 -2.70745 0.53387 0.00 0.00 -0.01
C 2.18447 1.99432 -3.11594 0.02 -0.01 -0.02
C -0.58425 0.46649 3.59977 0.00 0.00 0.00
C -1.95464 3.75922 -1.11938 0.04 0.02 -0.05
C -0.82032 -2.02127 2.03366 0.01 0.06 -0.03
C -3.87191 -2.24619 -3.22205 -0.01 0.00 0.00
C -1.74467 0.68222 1.40512 0.00 0.01 0.01
C -1.55675 -0.65032 3.99633 -0.01 0.01 0.00
C 4.25527 -4.20062 2.17028 -0.01 0.01 -0.01
C 2.22703 -2.33010 1.37284 -0.01 0.03 -0.02
C 3.22214 -3.86455 3.03303 0.00 0.00 0.00
C -3.35244 3.82537 -3.61741 0.01 0.00 -0.02
C -1.76833 -1.19654 -2.74820 0.04 0.06 -0.01
C 1.08976 4.55338 -1.78221 -0.11 -0.08 0.00
C -3.31503 3.57815 -1.19570 -0.06 -0.02 -0.03
Li 1.50713 -1.04367 -1.06616 0.34 0.35 0.34
H 6.00086 -3.06588 -0.30651 0.00 0.00 0.00
H -0.37779 -2.78270 2.67235 0.04 -0.05 0.04
H -2.41844 -0.22561 4.52590 0.00 -0.01 0.00
H -1.13613 -2.52757 1.11498 0.00 0.02 0.00
H -3.61104 0.02094 2.29814 0.01 0.00 0.01
H -1.42080 3.69412 -0.17995 0.00 -0.01 0.00
H 2.84187 1.76012 1.39861 -0.01 -0.02 -0.02
H 5.00391 -4.33846 -1.00007 0.00 0.00 0.01
H 1.84500 5.06263 -2.37942 0.04 -0.08 -0.08
H 0.16446 0.80762 0.37674 -0.02 -0.01 0.01
H -0.86816 -0.50709 -0.15749 0.01 0.01 0.00
H -4.43126 -3.12287 -3.52526 0.00 0.01 0.00
H -1.97184 -3.23842 -3.36940 0.01 0.00 0.00
H -4.31431 0.96389 -2.26722 0.01 0.00 -0.01
H -1.83036 0.84184 -2.13708 0.00 0.01 0.00
H 3.95738 -5.20450 4.55637 0.00 0.00 0.00
H -0.59392 2.24087 2.36620 -0.01 0.00 0.01
H 3.23892 -3.71973 5.18855 0.00 0.00 0.00
H 1.46315 4.09991 0.92671 0.02 0.00 -0.01
H -1.06231 -1.34629 4.68287 0.00 0.00 -0.01
H -5.62060 -1.02019 -2.95916 0.01 0.00 0.00
H 5.01876 -4.91100 2.47050 0.00 0.00 0.00
H -2.22923 1.37358 0.70420 0.00 -0.03 0.00
H 1.17097 1.88237 -3.49828 0.01 -0.02 0.01
H 0.73471 5.23166 -1.00606 0.05 0.08 -0.03
H -2.72861 -2.18926 3.03405 0.00 0.00 0.01
H 6.07312 -4.69969 0.36074 0.00 0.00 0.00
H 2.69211 2.78534 -3.67475 -0.02 0.01 0.00
H 1.31737 0.65095 2.57292 -0.03 0.00 0.01
H -5.07746 3.45101 -2.42868 0.00 0.01 0.00
H -3.87124 3.38261 -0.28745 0.00 -0.01 -0.01
H 2.69725 1.04953 -3.27305 0.01 0.01 0.00
H 2.20254 -4.99774 4.56442 0.00 0.00 0.00
H -3.08259 -0.93893 0.91001 -0.01 0.01 0.00
H -3.87209 3.83484 -4.56581 0.00 0.00 0.01
H -2.14633 1.90969 3.15201 0.00 -0.01 0.00
H 1.18860 -0.76623 3.59542 0.01 -0.02 0.01
H 1.46226 -2.75612 3.37243 -0.07 0.04 0.05
H 3.38484 -2.26500 -0.45744 -0.01 -0.01 0.01
H -0.25810 1.00164 4.49879 0.00 0.00 0.00
```
Forces are in eV/Å.

electronic energy = -53166.4158 eV
LUMO level = 2.130 eV
multiplicity = 1
HOMO energy = -0.1136 Ha
largest force on an atom = 0.60 eV Å⁻¹
net charge = -1

***

DFT (wB97M-V/def2-TZVPD) results for a structure of composition C35H40MnN4P2.

Structure (XYZ):
```
82
Properties=species:S:1:pos:R:3:forces:R:3
Mn -0.19604 1.08715 1.41474 0.57 0.84 1.76
P 1.10586 1.09287 -0.36302 3.48 -1.33 -1.21
P -1.80504 0.18394 0.18405 -2.88 -0.55 -0.67
N 2.17833 -0.27317 0.06248 -0.46 0.09 -0.86
N -3.26014 1.15547 -0.24902 0.08 -0.27 -0.15
N 2.29518 2.18419 -1.04850 -0.63 -0.07 -0.03
N -2.55872 -1.23009 0.91410 0.24 0.35 -0.19
C 3.83329 3.02146 -2.48362 -0.80 -0.83 0.49
C 3.52856 4.02694 -1.50948 -0.88 -1.06 0.46
C 1.50054 -6.17526 -1.90563 0.50 -0.19 0.17
C 0.13222 0.50084 -1.79644 0.05 0.08 -0.60
C 1.94434 5.69579 3.21643 -0.41 -0.52 -0.13
C -1.08433 -0.36885 -1.40769 -0.24 -0.41 -0.27
C -0.35687 6.96665 4.13098 -0.39 0.09 -0.23
C -4.12331 1.77022 0.66690 -0.23 0.16 -0.90
C -4.74051 2.40671 -1.42632 0.84 -0.59 0.23
C 3.06840 1.90324 -2.17860 0.23 0.67 -0.18
C 0.51029 4.10314 1.95687 -0.33 -3.36 -1.65
C -3.68035 -1.93508 0.48365 -0.15 -0.52 0.55
C 0.33300 2.94576 1.49864 0.18 4.59 1.28
C 2.01023 6.59754 4.27597 -0.49 0.07 -0.22
C 0.17457 -6.20517 -1.12559 -0.32 -0.32 0.34
C -2.19080 -1.72261 2.16789 -0.76 -0.65 0.04
C 3.20677 -1.87666 1.26128 -0.49 1.04 -0.24
C -0.45097 6.06993 3.06548 0.63 -0.53 0.19
C 2.50680 -0.67426 1.35598 0.49 -0.68 -0.41
C -0.58275 -4.89729 -0.99169 -0.43 -0.22 -0.38
C -3.09483 -2.70962 2.53681 0.75 0.79 -0.55
C 3.31279 -2.20440 -0.11851 -0.52 0.81 -0.46
C 2.65360 -1.21281 -0.82892 0.53 -0.39 0.53
C 2.22853 -4.85656 -1.84606 0.21 0.20 -0.57
C -5.04977 2.53535 -0.03826 0.99 -0.79 0.21
C -1.24529 1.32637 3.02986 -0.46 -0.35 1.30
C 2.58289 3.48669 -0.64344 0.63 0.53 -0.55
C -0.83731 -4.11746 -2.04658 -0.07 -0.57 -0.06
C -0.36932 -4.47842 -3.43881 -0.49 0.00 -0.31
C 0.85255 7.20685 4.77524 0.21 -0.36 -0.31
C 2.02576 -3.85348 -2.71145 0.79 -0.70 -0.03
C -3.63353 1.56942 -1.52608 -0.80 0.38 0.44
C 0.68268 5.29008 2.68592 0.10 2.02 1.17
C 1.01817 -3.93713 -3.82416 0.27 0.02 -0.42
C -4.03548 -2.85042 1.46674 0.50 0.71 -0.50
H 4.51811 3.09869 -3.31661 -0.05 -0.03 0.13
H -0.37494 1.75537 3.55546 -0.70 -0.03 0.56
H 0.89261 -2.95995 -4.31161 0.17 -0.14 0.19
H -4.86573 -3.54894 1.44206 0.19 0.24 -0.14
H 1.34741 -6.50283 -2.94380 0.09 0.24 0.23
H -4.01286 1.59234 1.72501 -0.01 0.00 -0.06
H 2.29764 -0.03104 2.20766 -0.05 -0.27 -0.23
H -1.86669 -0.34295 -2.18153 0.41 -0.07 0.07
H -1.04519 -4.72452 -0.01769 0.20 0.32 -0.23
H -0.78894 -1.42864 -1.30190 -0.05 0.48 0.18
H -3.09880 1.22440 -2.39368 -0.07 0.09 -0.05
H 2.17778 -6.92246 -1.44873 -0.37 0.21 -0.29
H 2.96047 6.80489 4.74243 0.16 0.07 -0.05
H 3.94428 5.02041 -1.45976 -0.05 -0.05 0.08
H 1.46034 -4.60833 -4.58745 -0.30 0.33 0.07
H -0.49668 -6.93600 -1.61662 0.20 0.19 0.25
H -3.06318 -3.25867 3.47010 -0.03 0.07 -0.22
H 2.99104 0.93191 -2.65638 0.16 0.36 0.06
H -0.37419 -5.57007 -3.58401 -0.16 0.38 0.19
H 0.90138 7.85631 5.64600 -0.01 -0.08 -0.20
H 3.81079 -3.05214 -0.56243 -0.04 0.11 0.16
H 3.60986 -2.45586 2.07346 0.01 0.11 0.13
H 0.39266 -6.61969 -0.13104 -0.24 0.24 -0.16
H -5.26942 2.87042 -2.25149 0.19 -0.12 0.15
H 0.78347 -0.04141 -2.49239 -0.26 0.16 -0.02
H -1.27182 7.45831 4.47838 0.38 -0.09 -0.17
H 3.01456 -4.81367 -1.09056 -0.21 0.21 -0.26
H -1.40296 5.90828 2.55628 0.25 -0.13 0.31
H 2.49371 -1.07582 -1.89407 0.11 -0.21 0.40
H 2.75389 -3.03643 -2.79844 -0.47 -0.21 0.45
H -0.20804 1.41932 -2.30102 0.16 -0.18 0.12
H 2.07740 3.91078 0.21776 0.20 -0.17 -0.36
H 2.86533 5.24945 2.81648 -0.50 0.00 0.35
H -1.10305 -4.07052 -4.16119 0.32 -0.26 0.26
H -1.99891 2.10259 2.82815 0.27 -0.20 0.29
H -1.48849 -3.24742 -1.99722 0.12 -0.11 0.35
H -1.66694 0.44786 3.52991 0.02 0.51 0.20
H -1.31971 -1.32632 2.67038 -0.22 -0.12 -0.09
H -4.11028 -1.73902 -0.49086 -0.03 0.05 0.24
H -5.85591 3.11353 0.38883 0.12 -0.08 0.03
```
Forces are in eV/Å.

electronic energy = -92794.6778 eV
LUMO level (alpha / beta) = 0.394 / -0.751 eV
multiplicity = 6
HOMO energy (alpha / beta) = -0.2142 / -0.2892 Ha
largest force on an atom = 4.77 eV Å⁻¹